Entry 1:
89
Properties=species:S:1:pos:R:3:lowdin_spin:R:1 method="wB97M-V/def2-TZVPD" spin_multiplicity=3 e_tot_ha=-1925.34114 homo_lumo_gap_ev="5.6 / 5.5" lumo_ev="2.45 / 2.30" e_homo_ha="-0.116 / -0.116" largest_force_ev_per_a=1.9 charge=-1
C -5.063 2.515 0.611 0.00
C -4.779 1.458 -0.460 0.00
C -5.807 1.602 -1.599 0.00
C -4.780 0.057 0.158 0.00
C -3.370 -0.456 0.543 0.00
C -3.535 -1.705 1.415 0.00
C -2.483 -1.910 2.509 0.00
C -1.041 -1.710 2.083 0.00
O -0.417 -0.619 2.790 0.00
P -2.526 -0.883 -0.939 0.00
O -2.074 -2.294 -1.031 0.00
O -1.223 0.080 -1.053 0.00
O -3.390 -0.530 -2.274 0.00
H -4.603 3.459 0.347 0.00
H -6.126 2.628 0.777 0.00
H -4.615 2.178 1.540 0.00
H -3.814 1.683 -0.893 0.00
H -6.687 2.153 -1.286 0.00
H -6.136 0.639 -1.969 0.00
H -5.393 2.137 -2.447 0.00
H -5.424 0.085 1.033 0.00
H -5.250 -0.628 -0.552 0.00
H -4.483 -1.580 1.930 0.00
H -3.639 -2.626 0.846 0.00
H -2.665 -1.284 3.375 0.00
H -2.570 -2.937 2.862 0.00
H -0.463 -2.593 2.338 0.00
H -0.931 -1.576 1.020 0.00
H -0.420 0.122 2.166 0.00
H -1.296 0.644 -0.260 0.00
H -2.785 -0.329 -3.007 0.00
C 3.164 3.854 6.843 0.00
C 3.782 3.246 5.571 0.03
C 3.249 3.959 4.326 0.02
C 1.808 3.586 3.988 0.00
C 1.668 2.071 3.855 0.02
C 2.158 1.314 5.089 0.03
N 3.523 1.778 5.502 0.37
O 4.434 1.202 4.791 0.54
C 1.141 1.489 6.236 0.00
C 2.177 -0.176 4.786 0.00
C 5.278 3.510 5.690 0.00
H 3.312 4.935 6.841 0.00
H 2.096 3.689 6.945 0.00
H 3.650 3.451 7.733 0.00
H 3.886 3.710 3.471 0.00
H 3.335 5.039 4.469 0.00
H 1.126 3.974 4.750 0.00
H 1.518 4.061 3.049 0.00
H 0.628 1.801 3.671 0.00
H 2.236 1.739 2.981 0.00
H 1.578 1.196 7.193 0.00
H 0.277 0.852 6.056 0.00
H 0.752 2.502 6.325 0.00
H 2.783 -0.415 3.915 0.00
H 1.166 -0.512 4.570 0.00
H 2.559 -0.746 5.637 0.00
H 5.710 2.953 6.523 0.00
H 5.437 4.573 5.872 0.00
H 5.816 3.243 4.783 0.00
C 0.325 -1.181 -7.256 0.00
C 1.554 -1.573 -6.416 0.03
C 2.101 -2.927 -6.869 0.02
C 1.236 -4.105 -6.427 0.00
C 1.026 -4.070 -4.913 0.02
C 0.447 -2.746 -4.415 0.03
N 1.222 -1.585 -4.962 0.36
O 2.291 -1.384 -4.267 0.54
C -1.043 -2.652 -4.803 0.00
C 0.460 -2.722 -2.893 0.00
C 2.594 -0.498 -6.708 0.00
H 0.573 -1.238 -8.318 0.00
H -0.541 -1.819 -7.106 0.00
H 0.025 -0.156 -7.038 0.00
H 3.108 -3.061 -6.460 0.00
H 2.207 -2.926 -7.956 0.00
H 0.276 -4.089 -6.952 0.00
H 1.723 -5.042 -6.707 0.00
H 0.361 -4.879 -4.608 0.00
H 1.986 -4.251 -4.419 0.00
H -1.403 -1.627 -4.710 0.00
H -1.637 -3.270 -4.131 0.00
H -1.258 -3.007 -5.811 0.00
H 1.456 -2.884 -2.484 0.00
H -0.182 -3.509 -2.506 0.00
H 0.079 -1.777 -2.512 0.00
H 2.273 0.472 -6.327 0.00
H 2.724 -0.414 -7.788 0.00
H 3.562 -0.734 -6.273 0.00


Entry 2:
95
Properties=species:S:1:pos:R:3:lowdin_charge:R:1 method="wB97M-V/def2-TZVPD" e_tot_ha=-2028.77313 smiles="CCCN[C@]1(CCCC(=O)O)CCOC1=O.CN(C)C=O.CN(C)C=O.CN(C)C=O.CN(C)C=O.CN(C)C=O" homo_lumo_gap_ev=9.3 lumo_ev=0.56 e_homo_ha=-0.322 largest_force_ev_per_a=6.6 charge=0
C -5.181 0.934 2.338 -0.11
C -5.045 0.320 0.914 -0.20
C -4.551 1.371 -0.121 -0.21
N -3.209 1.106 -0.666 0.02
C -2.186 2.069 -0.269 -0.38
C -1.801 1.755 1.185 -0.09
C -0.448 1.042 1.364 -0.14
C -0.537 -0.486 1.089 -0.06
C 0.160 -0.981 -0.155 -0.56
O -0.274 -1.916 -0.719 0.11
O 1.241 -0.352 -0.629 0.09
C -2.414 3.559 -0.606 -0.06
C -0.938 4.041 -0.444 -0.14
O -0.223 2.980 -1.037 -0.01
C -1.025 1.895 -1.264 -0.47
O -0.837 1.101 -2.055 0.22
H -4.709 1.915 2.408 0.06
H -4.638 0.297 3.031 0.06
H -6.210 1.046 2.648 0.05
H -6.043 0.026 0.616 0.09
H -4.360 -0.518 0.941 0.10
H -5.248 1.335 -0.957 0.11
H -4.670 2.361 0.321 0.10
H -3.304 1.056 -1.672 0.11
H -1.818 2.660 1.793 0.12
H -2.543 1.106 1.630 0.10
H -0.210 1.124 2.424 0.11
H 0.377 1.510 0.841 0.08
H -0.094 -1.031 1.916 0.12
H -1.566 -0.806 1.024 0.12
H 1.400 -0.758 -1.506 0.10
H -3.160 4.053 -0.002 0.12
H -2.621 3.541 -1.677 0.13
H -0.783 4.138 0.622 0.12
H -0.888 4.980 -0.977 0.13
C 1.518 -5.651 2.426 -0.07
N 0.458 -4.867 1.826 -0.19
C 0.378 -4.792 0.371 -0.02
C -0.449 -4.212 2.576 -0.36
O -1.363 -3.536 2.145 0.01
H 2.489 -5.256 2.119 0.09
H 1.437 -6.691 2.102 0.09
H 1.450 -5.614 3.512 0.08
H 0.457 -3.755 0.049 0.06
H -0.585 -5.181 0.039 0.10
H 1.182 -5.377 -0.071 0.09
H -0.284 -4.346 3.661 0.13
C 5.053 2.845 -0.243 -0.05
N 3.890 3.666 0.032 -0.19
C 2.566 3.132 -0.244 -0.04
C 3.992 4.910 0.535 -0.36
O 3.050 5.640 0.784 0.01
H 5.081 2.587 -1.304 0.09
H 5.003 1.927 0.345 0.09
H 5.965 3.381 0.014 0.08
H 2.057 3.771 -0.962 0.09
H 1.983 3.117 0.677 0.09
H 2.642 2.123 -0.644 0.08
H 5.037 5.222 0.709 0.13
C 3.372 1.843 -5.306 -0.05
N 2.702 0.930 -4.402 -0.18
C 1.563 1.385 -3.623 -0.04
C 3.092 -0.340 -4.242 -0.32
O 2.558 -1.138 -3.478 -0.01
H 3.758 2.697 -4.746 0.09
H 2.665 2.200 -6.058 0.09
H 4.200 1.344 -5.806 0.09
H 1.779 1.262 -2.563 0.06
H 0.694 0.781 -3.869 0.09
H 1.350 2.431 -3.830 0.10
H 3.959 -0.618 -4.865 0.13
C -4.935 1.872 7.144 -0.06
N -5.498 0.716 6.475 -0.20
C -5.041 -0.612 6.850 -0.04
C -6.435 0.828 5.513 -0.37
O -6.943 -0.103 4.922 0.01
H -3.856 1.903 6.982 0.09
H -5.134 1.811 8.216 0.09
H -5.377 2.787 6.754 0.08
H -4.614 -1.113 5.980 0.09
H -5.884 -1.205 7.207 0.09
H -4.290 -0.538 7.633 0.08
H -6.715 1.876 5.302 0.13
C 4.516 -5.397 -5.550 -0.06
N 4.971 -4.136 -5.000 -0.20
C 4.419 -3.673 -3.733 -0.03
C 5.887 -3.374 -5.621 -0.36
O 6.301 -2.304 -5.210 0.00
H 3.438 -5.356 -5.722 0.09
H 4.735 -6.205 -4.850 0.09
H 5.017 -5.602 -6.495 0.08
H 3.940 -2.708 -3.876 0.05
H 5.227 -3.555 -3.008 0.10
H 3.692 -4.389 -3.358 0.09
H 6.241 -3.812 -6.572 0.13


Entry 3:
91
Properties=species:S:1:pos:R:3:lowdin_charge:R:1 method="wB97M-V/def2-TZVPD" e_tot_ha=-2426.37269 homo_lumo_gap_ev=6.2 lumo_ev=-3.86 e_homo_ha=-0.369 largest_force_ev_per_a=0.9 charge=+1
N 3.111 1.917 2.179 0.00
C 3.281 2.388 0.784 -0.25
C 1.966 2.956 0.222 -0.19
C 1.350 2.151 -0.936 -0.17
C -0.184 2.320 -0.989 -0.10
C -1.059 1.144 -0.498 -0.33
C -2.387 1.739 0.065 -0.13
C -2.247 2.572 1.352 -0.15
C -3.432 2.377 2.307 -0.21
C -4.637 3.284 2.052 -0.26
S -5.743 2.721 0.769 0.37
O -7.062 3.198 1.045 -0.31
O -5.495 1.333 0.514 -0.34
Cl -5.088 3.786 -0.851 0.42
C -1.589 0.303 -1.620 0.08
N -1.831 -0.900 -1.236 0.16
C -1.463 -1.103 0.182 -0.08
C -0.388 -0.021 0.304 -0.18
C 0.281 0.181 1.660 -0.03
C -0.599 -0.061 2.846 -0.44
O -1.793 -0.105 2.887 0.16
F 0.130 -0.249 3.941 0.14
H 3.802 2.348 2.778 0.07
H 3.299 0.925 2.245 0.06
H 3.670 1.584 0.158 0.09
H 4.031 3.177 0.779 0.11
H 1.268 3.047 1.053 0.09
H 2.163 3.962 -0.148 0.11
H 1.748 2.565 -1.862 0.11
H 1.669 1.110 -0.921 0.10
H -0.469 2.513 -2.026 0.12
H -0.444 3.225 -0.447 0.11
H -2.753 2.400 -0.720 0.08
H -3.160 0.979 0.176 0.10
H -1.323 2.339 1.873 0.10
H -2.209 3.630 1.086 0.12
H -3.127 2.546 3.338 0.13
H -3.774 1.345 2.252 0.09
H -5.280 3.342 2.929 0.11
H -4.357 4.301 1.783 0.10
H -1.768 0.639 -2.635 0.18
H -2.198 -1.642 -1.819 0.19
H -1.183 -2.133 0.381 0.12
H -2.344 -0.884 0.782 0.11
H 0.393 -0.371 -0.375 0.14
H 0.734 1.168 1.767 0.10
H 1.107 -0.526 1.749 0.14
C -5.184 -1.842 2.116 -0.08
C -5.218 -3.327 1.786 -0.26
N -4.090 -3.764 0.978 -0.19
C -4.256 -5.098 0.420 -0.25
C -4.338 -6.285 1.386 -0.08
C -2.787 -3.473 1.544 -0.28
C -2.441 -4.040 2.928 -0.05
H -5.148 -1.241 1.206 0.06
H -6.088 -1.567 2.660 0.08
H -4.335 -1.576 2.749 0.06
H -6.127 -3.527 1.215 0.12
H -5.310 -3.900 2.721 0.11
H -3.442 -5.272 -0.290 0.11
H -5.169 -5.079 -0.181 0.11
H -3.366 -6.547 1.801 0.06
H -4.707 -7.162 0.854 0.08
H -5.024 -6.094 2.212 0.07
H -2.689 -2.386 1.598 0.04
H -2.030 -3.804 0.823 0.11
H -3.270 -3.933 3.627 0.08
H -1.591 -3.499 3.350 0.07
H -2.163 -5.091 2.885 0.06
C 7.550 0.451 -1.157 -0.08
C 6.193 0.725 -1.788 -0.28
N 6.277 1.456 -3.038 -0.20
C 4.998 1.949 -3.504 -0.25
C 3.924 0.927 -3.905 -0.09
C 7.144 0.874 -4.051 -0.24
C 6.834 -0.552 -4.530 -0.08
H 8.103 1.379 -1.009 0.08
H 7.414 -0.025 -0.185 0.07
H 8.157 -0.220 -1.763 0.07
H 5.610 1.341 -1.096 0.09
H 5.651 -0.231 -1.885 0.10
H 5.177 2.621 -4.346 0.12
H 4.588 2.582 -2.708 0.10
H 4.130 0.471 -4.871 0.06
H 2.957 1.431 -3.990 0.06
H 3.818 0.131 -3.164 0.06
H 8.165 0.892 -3.668 0.10
H 7.152 1.551 -4.908 0.12
H 6.595 -1.218 -3.700 0.07
H 7.708 -0.965 -5.035 0.07
H 6.010 -0.581 -5.241 0.05